The following is a quantum chemistry calculation of a molecular structure, C11H12N2O2 at a distorted geometry, from the OMol25 dataset.

Geometry as XYZ:
```
27
Properties=species:S:1:pos:R:3:nbo_charge:R:1
C -2.126 1.159 0.218 -0.267
C -3.286 0.593 -0.191 0.000
C -2.440 -1.498 -0.650 0.099
C -0.949 0.293 0.056 -0.057
C -1.151 -1.198 -0.090 -0.150
C 1.553 -0.725 -1.615 -0.451
C -0.446 -2.026 0.732 -0.032
C 0.206 1.043 -0.114 0.076
C 1.868 0.308 -0.850 0.143
C 0.605 -1.563 1.689 -0.688
C 2.997 0.994 -0.232 -0.704
N -3.368 -0.631 -0.786 -0.439
N 0.315 2.456 0.061 0.473
O 0.955 2.955 -0.853 -0.384
O -0.201 3.069 0.970 -0.379
H -2.022 2.183 0.601 0.258
H -4.261 1.265 -0.082 0.203
H -2.820 -2.418 -1.092 0.209
H 2.244 -1.332 -2.115 0.209
H 0.511 -0.938 -1.905 0.225
H -0.653 -3.080 0.668 0.209
H 1.079 -2.377 2.287 0.228
H 0.237 -0.834 2.454 0.246
H 1.409 -1.089 1.052 0.250
H 2.750 2.106 -0.210 0.264
H 3.833 0.765 -0.788 0.229
H 3.160 0.520 0.785 0.230
```

Calculated values
- HOMO (spin up / spin down): -8.27 / -8.27 eV
- Net charge: 0
- Frontier orbital gap (spin up / spin down): 0.2638 / 0.2638 hartree
- F_max: 5.5 eV/A
- Molar mass: 204.23 g/mol
- Energy above the lowest of the compared OMol25 structures with the same formula, charge and spin: 906.01 kJ/mol